Version i
11
Properties=species:S:1:pos:R:3:lowdin_charge:R:1 method="wB97M-V/def2-TZVPD" spin_multiplicity=1 charge=+2
N -0.40649 -0.94332 -1.52368 0.176
H 0.61840 1.51574 1.76546 0.160
H -1.32045 -2.52815 -0.11691 0.247
N -0.40566 -0.66164 0.69474 0.194
C -0.79908 -1.48251 -0.30897 0.143
H 1.00060 2.44468 0.36867 0.272
C 0.08284 0.53434 0.15141 -0.106
N 0.57624 1.51655 0.78796 0.379
C 0.24878 0.11877 -1.33763 0.116
H 0.97019 0.47621 -2.13406 0.203
H -0.56537 -0.99066 1.65300 0.217

Version ii
11
Properties=species:S:1:pos:R:3:lowdin_charge:R:1 method="wB97M-V/def2-TZVPD" spin_multiplicity=1 charge=+2
N -0.75249 1.67326 2.07953 0.387
C 0.42677 -0.72110 -0.21182 -0.060
C -0.79265 -0.79787 -2.35454 0.413
H 1.49761 -1.04889 -0.39491 0.180
H -1.11049 1.36267 3.04161 0.230
H 1.66718 0.98999 0.38985 0.169
H -1.33838 -0.91687 -3.27062 0.170
C 0.65670 0.66956 0.46681 0.073
N -0.03599 -0.66984 -1.51101 0.143
H -0.17864 -1.58086 0.35730 0.228
N -0.03963 1.03995 1.40781 0.067

Stability check: which of them is least stable? version ii.

Version i
16
Properties=species:S:1:pos:R:3:lowdin_charge:R:1 method="wB97M-V/def2-TZVPD" spin_multiplicity=1 charge=+1
H -1.91706 1.00044 1.52285 0.142
C 0.74675 -0.39499 -1.31832 -0.257
H 0.39315 -2.75030 1.06863 0.103
H 0.20815 3.75430 0.77509 0.163
H 1.67420 -2.54561 -0.14160 0.108
N 0.66792 0.74479 -1.72927 0.204
N 0.31249 -0.97726 -0.04734 -0.111
H 1.20013 -1.19651 -1.91039 0.138
H -1.22148 -1.20671 1.28219 0.144
H -0.21709 3.48267 -0.88611 0.156
H 0.03404 -2.98328 -0.64705 0.111
C 0.61267 -2.39143 0.06555 -0.027
C -1.05418 0.85990 0.87294 -0.028
C -0.66750 -0.49164 0.68672 -0.045
C -0.56858 1.95756 0.33271 -0.015
N -0.20364 3.13807 0.07340 0.217

Version ii
16
Properties=species:S:1:pos:R:3:lowdin_charge:R:1 method="wB97M-V/def2-TZVPD" spin_multiplicity=1 charge=+1
H -1.15786 1.94254 1.54647 0.157
H -0.21391 2.27821 0.09944 0.153
H 1.72046 -0.25222 -1.88842 0.126
H -2.43482 -1.36427 -0.41187 0.113
C 2.13954 -0.58842 -0.82465 0.074
C -1.28197 0.50620 -0.26655 -0.060
N -0.40623 -0.76242 -0.46778 0.043
N 0.51960 -0.50335 1.64157 0.390
H -2.05107 -1.11601 1.17875 0.129
N 0.56180 0.59415 1.07111 0.061
H 3.03022 -0.07562 -0.43508 0.071
H 2.56154 -1.48722 -1.19454 0.042
C -0.55012 1.44653 0.76442 -0.003
C 0.75000 -0.53172 0.23016 -0.376
C -1.70635 -0.88065 0.18295 -0.042
H -1.48083 0.79428 -1.22599 0.122

Stability check: which of them is least stable? version ii.